Record 1
The following is a DFT calculation (the ωB97M-V functional and the def2-TZVPD basis) of a molecular structure, C39H32INPSY at a distorted geometry.

Structure (ORCA input):
```
! wB97M-V def2-TZVPD RIJCOSX def2/J DEFGRID3
* xyz 2 1
Y 11.263 11.352 9.561
C 18.045 10.537 7.753
C 17.332 10.648 9.097
C 18.313 10.223 10.169
C 16.898 12.104 9.325
C 16.122 9.740 8.964
C 16.387 8.376 8.818
C 15.330 7.417 8.767
C 14.023 7.924 8.866
S 12.625 6.866 8.617
C 11.653 8.392 8.774
N 12.377 9.501 8.920
C 13.749 9.280 9.048
C 14.809 10.196 9.064
C 10.210 8.450 8.769
C 9.514 7.235 8.693
C 8.124 7.268 8.697
C 7.474 8.499 8.889
C 8.199 9.670 9.169
C 9.550 9.655 9.164
H 18.843 11.361 7.769
H 17.344 10.699 6.885
H 18.645 9.583 7.588
H 19.253 10.854 10.129
H 18.569 9.189 9.947
H 17.941 10.205 11.206
H 17.744 12.790 9.442
H 16.316 12.232 10.268
H 16.362 12.506 8.458
H 17.420 8.078 8.653
H 15.458 6.315 8.723
H 14.626 11.230 9.302
H 10.114 6.356 8.382
H 7.551 6.369 8.502
H 6.403 8.519 8.751
H 7.637 10.538 9.419
I 11.634 11.198 12.505
C 9.940 13.771 12.327
C 9.282 13.430 13.471
C 9.442 14.265 14.618
C 10.249 15.376 14.606
C 10.949 15.742 13.460
C 11.879 16.782 13.467
C 12.412 17.235 12.208
C 12.255 16.457 11.051
C 11.530 15.233 11.096
P 11.131 14.310 9.641
C 9.561 14.842 9.024
C 9.399 16.068 8.338
C 8.188 16.272 7.658
C 7.166 15.315 7.585
C 7.292 14.171 8.367
C 8.426 14.017 9.143
C 12.392 14.663 8.432
C 13.713 14.827 8.794
C 14.710 15.135 7.868
C 14.424 15.186 6.521
C 13.129 14.813 6.101
C 12.115 14.711 7.028
C 10.801 14.875 12.266
H 8.698 12.553 13.523
H 8.943 14.008 15.570
H 10.352 15.997 15.475
H 12.118 17.339 14.349
H 12.973 18.162 12.179
H 12.668 16.766 10.055
H 10.296 16.696 8.287
H 8.068 17.156 7.097
H 6.279 15.461 6.961
H 6.526 13.434 8.367
H 8.400 13.121 9.774
H 13.964 14.642 9.887
H 15.756 15.213 8.245
H 15.189 15.327 5.748
H 12.927 14.484 5.088
H 11.074 14.490 6.689
*
```

Computed properties:
* HOMO energy (spin up / spin down): -13.07 / -13.07 eV
* LUMO (spin up / spin down): -9.1805 / -7.4878 eV
* HOMO-LUMO gap (spin up / spin down): 3.9 / 5.6 eV
* energy above the lowest of the compared OMol25 structures with the same formula, charge and spin: 0.0000 eV



Record 2
The following is a DFT calculation (the ωB97M-V functional and the def2-TZVPD basis) of a molecular structure, C39H33BeN9.

Structure (ORCA input):
```
! wB97M-V def2-TZVPD RIJCOSX def2/J DEFGRID3
* xyz 0 1
Be 0.166 -0.095 0.420
C 0.563 0.017 4.426
C 0.793 0.341 3.124
N 0.116 -0.244 2.110
C -0.814 -1.207 2.470
C -1.023 -1.492 3.829
N -0.371 -0.914 4.802
C -1.418 -1.847 1.349
C -2.270 -2.953 1.345
C -2.582 -3.553 0.135
C -1.993 -3.075 -1.046
C -1.168 -1.961 -0.999
N -0.999 -1.301 0.174
C -0.428 -1.453 -2.140
C -0.939 -1.491 -3.434
N -0.436 -0.873 -4.483
C 0.648 -0.088 -4.207
C 1.247 -0.036 -2.990
N 0.800 -0.795 -1.944
C -3.470 -4.737 0.094
C -4.399 -4.908 -0.928
C -5.212 -6.029 -0.915
N -5.161 -6.974 0.020
C -4.269 -6.808 0.991
C -3.413 -5.723 1.075
H 1.117 0.496 5.221
H 1.533 1.081 2.846
H -1.763 -2.236 4.109
H -2.655 -3.351 2.273
H -2.119 -3.620 -1.970
H -1.856 -2.049 -3.595
H 1.037 0.513 -5.018
H 2.113 0.581 -2.816
H -4.514 -4.156 -1.696
H -5.947 -6.174 -1.697
H -4.231 -7.590 1.742
H -2.696 -5.661 1.882
C 3.238 -1.952 0.637
C 3.000 -0.959 -0.518
C 3.677 -1.558 -1.765
C 1.445 -0.901 -0.619
C 3.700 0.352 -0.166
C 4.951 0.382 0.450
C 5.576 1.583 0.752
C 4.971 2.793 0.441
C 3.737 2.781 -0.187
C 3.127 1.571 -0.481
H 2.758 -2.905 0.411
H 2.823 -1.571 1.571
H 4.297 -2.154 0.786
H 3.194 -2.499 -2.039
H 4.727 -1.763 -1.551
H 3.648 -0.901 -2.630
H 1.172 -1.917 -0.324
H 5.458 -0.537 0.705
H 6.543 1.572 1.237
H 5.457 3.728 0.683
H 3.247 3.712 -0.446
H 2.169 1.551 -0.959
C -1.222 3.727 -0.626
C -0.454 2.580 -0.645
N -0.759 1.485 0.067
C -1.905 1.502 0.748
C -2.769 2.593 0.793
C -2.380 3.746 0.129
C -4.019 2.546 1.569
C -4.935 1.574 1.591
C -5.048 0.424 0.680
C -5.865 -0.654 1.005
C -5.990 -1.655 0.059
N -5.381 -1.601 -1.121
C -4.619 -0.532 -1.331
N -4.421 0.477 -0.501
H -0.910 4.587 -1.199
H 0.429 2.542 -1.253
H -2.139 0.614 1.313
H -3.000 4.633 0.169
H -4.195 3.409 2.202
H -5.748 1.669 2.301
H -6.384 -0.703 1.951
H -6.605 -2.528 0.247
H -4.112 -0.476 -2.288
*
```

Computed properties:
* HOMO energy (spin up / spin down): -5.70 / -5.57 eV
* LUMO (spin up / spin down): -0.6277 / -0.6270 eV
* HOMO-LUMO gap (spin up / spin down): 5.1 / 4.9 eV
* energy above the lowest of the compared OMol25 structures with the same formula, charge and spin: 0.0000 eV



Record 3
The following is a DFT calculation (the ωB97M-V functional and the def2-TZVPD basis) of a molecular structure, C39H33Cl2F3N4O2PbSb at a distorted geometry.

Structure (ORCA input):
```
! wB97M-V def2-TZVPD RIJCOSX def2/J DEFGRID3
* xyz 1 1
Pb -0.385 -0.139 1.066
C -1.723 1.504 3.819
C -1.148 0.241 4.472
C 0.347 0.255 4.401
C 1.125 0.333 5.550
C 2.503 0.393 5.434
C 3.070 0.333 4.168
C 2.227 0.234 3.079
N 0.903 0.233 3.191
N -2.091 1.289 2.409
C -3.387 0.592 2.383
C -3.645 -0.401 1.282
C -4.928 -0.926 1.178
C -5.174 -1.932 0.264
C -4.137 -2.362 -0.551
C -2.896 -1.775 -0.400
N -2.657 -0.827 0.505
C -2.163 2.597 1.755
C -2.258 2.579 0.257
C -2.897 3.620 -0.408
C -2.896 3.634 -1.791
C -2.303 2.579 -2.468
C -1.708 1.580 -1.722
N -1.648 1.600 -0.397
H -2.607 1.844 4.372
H -0.973 2.299 3.872
H -1.467 0.169 5.513
H -1.498 -0.650 3.947
H 0.640 0.343 6.514
H 3.123 0.490 6.311
H 4.137 0.360 4.026
H 2.617 0.156 2.072
H -3.470 0.010 3.306
H -4.206 1.325 2.396
H -5.705 -0.574 1.836
H -6.151 -2.384 0.199
H -4.277 -3.158 -1.263
H -2.052 -2.078 -1.003
H -3.005 3.175 2.164
H -1.241 3.142 1.993
H -3.369 4.408 0.156
H -3.368 4.440 -2.328
H -2.299 2.530 -3.544
H -1.262 0.723 -2.198
F 4.413 -5.468 -2.035
C 3.874 -4.246 -1.906
C 2.784 -4.084 -1.067
C 2.232 -2.823 -0.941
C 2.760 -1.749 -1.645
C 3.856 -1.934 -2.475
C 4.425 -3.188 -2.610
Sb 1.748 0.143 -1.481
C 0.767 -0.026 -3.396
C 0.523 1.061 -4.224
C -0.303 0.926 -5.327
C -0.888 -0.304 -5.578
F -1.724 -0.424 -6.622
C -0.651 -1.406 -4.775
C 0.182 -1.253 -3.682
C 3.337 1.541 -1.919
C 3.822 1.803 -3.191
C 4.807 2.758 -3.376
C 5.298 3.440 -2.276
F 6.247 4.371 -2.453
C 4.828 3.197 -0.997
C 3.840 2.244 -0.833
H 2.386 -4.934 -0.533
H 1.378 -2.684 -0.287
H 4.269 -1.095 -3.019
H 5.277 -3.355 -3.252
H 0.966 2.023 -4.005
H -0.507 1.753 -5.989
H -1.113 -2.355 -5.003
H 0.378 -2.100 -3.037
H 3.432 1.269 -4.046
H 5.199 2.983 -4.356
H 5.231 3.747 -0.161
H 3.452 2.047 0.160
Cl -0.934 -3.424 4.803
C -1.963 -3.707 3.402
Cl -3.500 -2.843 3.609
C -1.352 -3.136 2.084
O -1.719 -3.641 1.043
O -0.566 -2.164 2.253
H -2.194 -4.771 3.320
*
```

Computed properties:
* HOMO energy: -10.42 eV
* LUMO: -2.5708 eV
* HOMO-LUMO gap: 7.8 eV
* energy above the lowest of the compared OMol25 structures with the same formula, charge and spin: 1.3119 eV



Record 4
The following is a DFT calculation (the ωB97M-V functional and the def2-TZVPD basis) of a molecular structure, C39H34F3N4OPdSb at a distorted geometry.

Structure (ORCA input):
```
! wB97M-V def2-TZVPD RIJCOSX def2/J DEFGRID3
* xyz 2 5
Pd -0.437 1.574 0.161
C 3.996 1.856 -3.119
C 2.722 1.306 -3.244
C 1.928 1.133 -2.132
C 2.413 1.466 -0.852
C 3.681 2.063 -0.743
C 4.456 2.256 -1.870
N 1.588 1.219 0.232
C 2.005 0.872 1.491
C 3.330 0.635 1.898
C 3.603 0.372 3.226
C 2.577 0.299 4.166
C 1.246 0.424 3.777
C 0.959 0.681 2.449
N -0.320 0.751 1.922
N -1.401 0.737 2.665
C -2.516 1.050 1.988
C -3.781 1.001 2.603
C -4.900 1.268 1.856
C -4.772 1.585 0.496
C -3.514 1.657 -0.056
N -2.409 1.415 0.662
H 4.614 1.992 -3.995
H 2.353 1.020 -4.220
H 0.926 0.733 -2.228
H 4.013 2.430 0.219
H 5.421 2.736 -1.778
H 4.128 0.628 1.169
H 4.628 0.218 3.534
H 2.808 0.123 5.207
H 0.430 0.302 4.475
H -3.831 0.756 3.654
H -5.881 1.234 2.310
H -5.638 1.788 -0.117
H -3.358 1.917 -1.095
C -0.918 4.637 0.374
C -0.452 4.243 -1.043
C -1.198 5.047 -2.112
C 1.073 4.559 -1.150
O -0.582 2.889 -1.332
H -0.804 5.712 0.502
H -0.313 4.155 1.146
H -1.971 4.389 0.505
H -1.147 6.108 -1.879
H -2.245 4.745 -2.148
H -0.759 4.883 -3.095
H 1.204 5.624 -0.972
H 1.442 4.304 -2.142
H 1.623 3.996 -0.397
F -2.949 -4.519 4.586
C -2.396 -3.880 3.562
C -1.053 -4.082 3.291
C -0.478 -3.407 2.227
C -1.257 -2.558 1.447
C -2.609 -2.376 1.729
C -3.189 -3.042 2.792
Sb -0.472 -1.565 -0.265
C 1.491 -2.360 -0.497
C 1.862 -2.864 -1.741
C 3.139 -3.365 -1.928
C 4.029 -3.326 -0.866
F 5.259 -3.792 -1.043
C 3.682 -2.814 0.375
C 2.403 -2.318 0.555
C -1.601 -2.527 -1.818
C -1.690 -3.914 -1.795
C -2.433 -4.560 -2.768
C -3.074 -3.801 -3.735
F -3.789 -4.421 -4.666
C -2.997 -2.418 -3.765
C -2.249 -1.776 -2.791
H -0.482 -4.766 3.904
H 0.567 -3.569 2.000
H -3.223 -1.741 1.101
H -4.240 -2.934 3.027
H 1.154 -2.885 -2.561
H 3.452 -3.780 -2.876
H 4.409 -2.815 1.176
H 2.119 -1.916 1.521
H -1.189 -4.495 -1.029
H -2.525 -5.638 -2.785
H -3.514 -1.869 -4.539
H -2.171 -0.695 -2.797
*
```

Computed properties:
* HOMO energy (spin up / spin down): -12.47 / -14.11 eV
* LUMO (spin up / spin down): -5.8654 / -8.3861 eV
* ⟨S²⟩: 6.06
* HOMO-LUMO gap (spin up / spin down): 6.6 / 5.7 eV



Record 5
The following is a DFT calculation (the ωB97M-V functional and the def2-TZVPD basis) of a molecular structure, C39H34F6N4NiO3P2S.

Structure (ORCA input):
```
! wB97M-V def2-TZVPD RIJCOSX def2/J DEFGRID3
* xyz 0 3
Ni -0.031 0.587 -1.172
N -2.294 5.515 -6.342
C -1.577 5.152 -5.209
C -2.135 4.283 -4.268
C -1.414 3.888 -3.157
C -0.118 4.356 -2.979
C 0.451 5.213 -3.910
C -0.275 5.612 -5.017
S 0.795 3.909 -1.548
O -0.051 4.132 -0.403
O 2.071 4.557 -1.636
N 0.990 2.292 -1.590
C 1.630 1.679 -2.624
N 2.101 2.292 -3.713
C 2.631 1.497 -4.627
C 2.680 0.106 -4.519
C 2.116 -0.436 -3.387
N 1.607 0.335 -2.431
H -3.294 5.431 -6.278
H -1.995 6.357 -6.804
H -3.147 3.923 -4.411
H -1.857 3.213 -2.435
H 1.466 5.552 -3.762
H 0.168 6.280 -5.745
H 3.024 1.988 -5.511
H 3.115 -0.514 -5.286
H 2.074 -1.506 -3.214
C -3.826 1.046 -2.718
C -2.813 0.192 -1.956
O -1.845 0.989 -1.411
C -3.571 -0.586 -0.856
F -2.825 -1.580 -0.337
F -3.894 0.227 0.153
F -4.701 -1.153 -1.291
C -2.152 -0.816 -2.918
F -1.693 -0.205 -4.015
F -2.952 -1.809 -3.306
F -1.061 -1.397 -2.336
H -4.283 1.735 -2.008
H -4.606 0.462 -3.205
H -3.288 1.623 -3.466
C -0.637 -0.958 1.922
P 0.659 -0.243 0.864
C 1.860 -1.542 0.440
C 3.187 -1.207 0.177
C 4.066 -2.160 -0.315
C 3.625 -3.453 -0.563
C 2.301 -3.788 -0.325
C 1.421 -2.836 0.169
C 1.515 0.951 1.908
C 1.019 2.249 1.923
C 1.578 3.193 2.774
C 2.629 2.840 3.604
C 3.133 1.543 3.586
C 2.576 0.599 2.742
P -0.252 -1.244 3.705
C -1.866 -1.932 4.249
C -3.074 -1.710 3.595
C -4.264 -2.208 4.116
C -4.262 -2.936 5.294
C -3.060 -3.163 5.956
C -1.878 -2.661 5.441
C 0.713 -2.799 3.580
C 0.170 -3.985 3.083
C 0.938 -5.131 2.990
C 2.269 -5.109 3.395
C 2.816 -3.944 3.907
C 2.036 -2.797 4.006
H -1.048 -1.849 1.446
H -1.430 -0.202 1.888
H 3.537 -0.196 0.344
H 5.095 -1.889 -0.508
H 4.313 -4.198 -0.943
H 1.948 -4.792 -0.521
H 0.390 -3.112 0.340
H 0.225 2.550 1.252
H 1.200 4.206 2.760
H 3.070 3.579 4.260
H 3.960 1.271 4.228
H 2.969 -0.411 2.730
H -3.112 -1.149 2.671
H -5.192 -2.025 3.591
H -5.187 -3.326 5.696
H -3.045 -3.729 6.878
H -0.948 -2.846 5.967
H -0.871 -4.012 2.779
H 0.504 -6.043 2.602
H 2.872 -6.004 3.319
H 3.847 -3.927 4.235
H 2.460 -1.887 4.416
*
```

Computed properties:
* HOMO energy (spin up / spin down): -7.99 / -7.99 eV
* LUMO (spin up / spin down): 0.4465 / -0.1809 eV
* ⟨S²⟩: 2.01
* HOMO-LUMO gap (spin up / spin down): 8.4 / 7.8 eV



E (Eh)
-2635.0641, -2013.5622, -3528.3793, -2467.8619, -5139.8046